{"formula": "C62H90N6O2P2ScSi", "method": "wB97M-V/def2-TZVPD", "species": ["Sc", "C", "C", "N", "C", "C", "N", "C", "C", "C", "N", "C", "C", "N", "C", "H", "H", "H", "H", "H", "H", "H", "H", "H", "H", "H", "H", "H", "H", "H", "H", "H", "H", "H", "H", "H", "H", "H", "H", "C", "Si", "C", "C", "C", "C", "C", "C", "P", "C", "C", "C", "C", "C", "C", "C", "C", "C", "C", "C", "C", "C", "C", "C", "C", "C", "C", "P", "C", "C", "C", "C", "C", "C", "C", "C", "C", "C", "C", "C", "H", "H", "H", "H", "H", "H", "H", "H", "H", "H", "H", "H", "H", "H", "H", "H", "H", "H", "H", "H", "H", "H", "H", "H", "H", "H", "H", "H", "H", "H", "H", "H", "H", "H", "H", "H", "H", "H", "H", "H", "H", "H", "H", "H", "H", "H", "H", "H", "H", "H", "H", "H", "H", "H", "H", "O", "C", "N", "C", "C", "O", "N", "C", "C", "C", "C", "C", "C", "C", "C", "C", "C", "C", "C", "H", "H", "H", "H", "H", "H", "H", "H", "H", "H", "H"], "coordinates": [[-0.6495, 0.0861, 0.5765], [2.0298, 3.9409, 1.1466], [1.8408, 3.7146, -0.3415], [2.0551, 2.3362, -0.7532], [3.2968, 1.9948, -1.4190], [3.8016, 0.6414, -0.9593], [2.7120, -0.3362, -0.8857], [3.2250, -1.6719, -0.5849], [3.5749, -1.8528, 0.8926], [2.4004, -2.1896, 1.8035], [1.4686, -1.0708, 2.0640], [2.0238, -0.1158, 3.0408], [2.1840, 1.2876, 2.4936], [0.8885, 1.8393, 2.0748], [0.9273, 3.3267, 2.0001], [2.0187, 5.0148, 1.3479], [3.0128, 3.5721, 1.4528], [2.5204, 4.3568, -0.9050], [0.8216, 4.0193, -0.6087], [1.8624, 1.6894, -0.0069], [4.0788, 2.7401, -1.2384], [3.1316, 1.9614, -2.5060], [4.2526, 0.7441, 0.0312], [4.5931, 0.3058, -1.6429], [2.2576, -0.3609, -1.7960], [4.1220, -1.8873, -1.1824], [2.4677, -2.3987, -0.8700], [4.0825, -0.9575, 1.2640], [4.2872, -2.6762, 0.9757], [2.7959, -2.5549, 2.7586], [1.8317, -3.0075, 1.3688], [0.6790, -1.5167, 2.5167], [3.0032, -0.4621, 3.3786], [1.3782, -0.0700, 3.9202], [2.8702, 1.2699, 1.6464], [2.6222, 1.9092, 3.2829], [0.2670, 1.6826, 2.8689], [1.0404, 3.7209, 3.0157], [-0.0461, 3.6532, 1.6274], [-0.2550, 2.6180, -2.7284], [-0.8679, 0.9580, -2.0122], [-2.6924, 1.2710, -2.5235], [-2.9431, 1.6393, -3.8522], [-4.1968, 2.0187, -4.2896], [-5.2537, 2.0556, -3.3859], [-5.0333, 1.6857, -2.0735], [-3.7633, 1.2876, -1.6343], [-3.5909, 0.7731, 0.1267], [-3.8112, 2.5033, 0.8928], [-2.9096, 2.6521, 2.1285], [-3.5727, 2.0778, 3.3709], [-4.8225, 2.8904, 3.6948], [-5.8118, 2.8545, 2.5283], [-5.1622, 3.1816, 1.1777], [-5.0344, -0.4618, 0.1286], [-4.4959, -1.8724, 0.4159], [-5.5724, -2.9222, 0.1458], [-6.7950, -2.6625, 1.0229], [-7.3297, -1.2546, 0.7676], [-6.2548, -0.1853, 1.0001], [-0.1049, -0.3545, -3.2039], [0.7838, 0.1023, -4.1857], [1.4187, -0.7650, -5.0628], [1.1882, -2.1286, -4.9709], [0.3277, -2.6119, -3.9977], [-0.3142, -1.7473, -3.1087], [-1.4473, -2.3275, -1.7965], [-2.9534, -2.9479, -2.7393], [-3.7592, -1.7490, -3.2695], [-4.7365, -2.1464, -4.3891], [-5.2431, -3.5687, -4.1774], [-4.0696, -4.5615, -4.2792], [-2.7269, -3.9079, -3.9078], [-0.7417, -3.9161, -1.0924], [0.7852, -3.9506, -1.1647], [1.3345, -5.3323, -0.7687], [0.4131, -6.0010, 0.2447], [-0.9653, -6.2884, -0.3799], [-1.3050, -5.2817, -1.4944], [-0.4976, 2.6911, -3.7914], [0.8122, 2.7712, -2.6054], [-0.7751, 3.4400, -2.2280], [-2.1319, 1.6012, -4.5731], [-4.3535, 2.2886, -5.3270], [-6.2410, 2.3650, -3.7060], [-5.8701, 1.6981, -1.3842], [-3.3397, 3.0656, 0.0828], [-2.7146, 3.7169, 2.2963], [-1.9408, 2.1758, 1.9523], [-2.8804, 2.0908, 4.2149], [-3.8452, 1.0327, 3.1760], [-4.5267, 3.9236, 3.9033], [-5.3046, 2.5017, 4.5944], [-6.6109, 3.5784, 2.7013], [-6.2771, 1.8726, 2.5067], [-4.9530, 4.2565, 1.1664], [-5.8713, 3.0058, 0.3676], [-5.3653, -0.4596, -0.9099], [-4.1652, -1.9546, 1.4509], [-3.6219, -2.0597, -0.2031], [-5.1732, -3.9239, 0.3285], [-5.8706, -2.8699, -0.9083], [-6.5121, -2.7640, 2.0762], [-7.5731, -3.4002, 0.8172], [-8.1882, -1.0496, 1.4105], [-7.6771, -1.1879, -0.2690], [-5.9697, -0.1835, 2.0579], [-6.6782, 0.7896, 0.7554], [0.9682, 1.1677, -4.2773], [2.0915, -0.3767, -5.8182], [1.6763, -2.8148, -5.6521], [0.1678, -3.6804, -3.9240], [-3.5419, -3.4639, -1.9715], [-3.0670, -1.0072, -3.6614], [-4.3055, -1.2765, -2.4495], [-4.2328, -2.0942, -5.3588], [-5.5635, -1.4355, -4.4213], [-6.0078, -3.8153, -4.9148], [-5.7159, -3.6380, -3.1926], [-3.9946, -4.9495, -5.2973], [-4.2521, -5.4166, -3.6235], [-2.3412, -3.3358, -4.7530], [-2.0019, -4.6868, -3.6850], [-1.0038, -3.7879, -0.0384], [1.1656, -3.1744, -0.4953], [1.1355, -3.7074, -2.1657], [2.3442, -5.2352, -0.3632], [1.4102, -5.9655, -1.6565], [0.3067, -5.3313, 1.0985], [0.8589, -6.9262, 0.6134], [-1.7339, -6.2446, 0.3975], [-0.9865, -7.2985, -0.7950], [-2.3850, -5.2483, -1.6407], [-0.8524, -5.6172, -2.4306], [-0.7335, 1.4655, 4.5491], [-1.1202, 0.3692, 4.1788], [-1.4902, -0.6767, 4.9663], [-1.8985, -1.8526, 4.1994], [-1.6458, -1.2888, 2.7892], [-1.6816, -1.8821, 1.6891], [-1.2060, -0.0382, 2.8459], [-3.3439, -2.1872, 4.5704], [-4.4132, -1.6625, 3.8605], [-5.7153, -1.8563, 4.3009], [-5.9579, -2.5706, 5.4630], [-4.8919, -3.0976, 6.1808], [-3.5916, -2.9061, 5.7404], [-0.9564, -3.0436, 4.4123], [0.2396, -2.9056, 5.1074], [1.0290, -4.0198, 5.3699], [0.6269, -5.2748, 4.9419], [-0.5491, -5.4086, 4.2152], [-1.3350, -4.2997, 3.9466], [-1.6535, -0.5880, 5.9549], [-4.2260, -1.0925, 2.9601], [-6.5435, -1.4419, 3.7373], [-6.9721, -2.7145, 5.8126], [-5.0698, -3.6605, 7.0886], [-2.7636, -3.3151, 6.3068], [0.5413, -1.9317, 5.4726], [1.9477, -3.9026, 5.9313], [1.2163, -6.1481, 5.1900], [-0.8637, -6.3835, 3.8637], [-2.2652, -4.4080, 3.4000]], "homo_energy_ev": -9.9, "total_energy_ha": -4628.4220, "total_charge": 1}